Record 1
Computed, not measured: a molecular structure, C29H42Br21ClF13InO2P in a non-equilibrium geometry, with ωB97M-V/def2-TZVPD.

```
110
Properties=species:S:1:pos:R:3:forces:R:3
C 3.032 4.835 1.697 0.5 -0.7 0.2
C 3.413 4.804 3.302 -0.2 -0.6 -0.3
C 4.631 3.708 3.639 -1.2 0.7 1.2
C 4.251 3.106 5.142 0.5 0.6 0.1
C 5.440 2.167 5.785 -0.5 0.3 0.2
C 5.640 0.720 4.995 0.5 0.6 0.2
C 4.257 0.140 4.321 1.1 -0.6 -0.6
C 4.258 -1.502 4.111 -0.8 0.6 0.6
C 2.770 -1.860 3.442 0.8 -0.5 0.0
C 2.835 -2.089 1.814 1.0 -0.3 0.5
In 0.906 -1.376 0.767 -0.1 -0.9 0.6
C 0.954 -2.195 -1.354 0.4 -0.6 -0.7
C 2.324 -1.615 -2.053 -0.2 -1.0 -1.2
C 2.062 -0.223 -2.945 -1.4 -3.4 1.9
F 1.808 -0.690 -4.327 0.8 2.2 3.4
F 0.806 0.354 -2.411 3.7 -0.5 -2.1
C 3.399 0.693 -2.742 1.8 -1.0 0.6
F 3.621 1.021 -1.284 -1.0 -0.7 -5.2
F 4.570 -0.191 -3.106 -3.7 2.7 0.9
C 3.519 2.014 -3.698 3.0 0.6 -1.2
F 4.990 2.366 -3.722 -4.6 -1.1 -0.1
F 3.168 1.777 -5.135 0.7 0.6 4.7
C 2.754 3.355 -3.150 0.6 2.1 2.5
F 1.735 3.121 -2.102 3.3 0.5 -3.7
F 3.808 4.225 -2.504 -3.5 -2.8 -2.1
C 2.059 4.287 -4.307 0.3 3.3 0.5
F 3.015 4.699 -5.402 -3.1 -2.1 3.5
F 1.697 5.586 -3.625 0.4 -5.2 -1.7
C 0.660 3.703 -4.927 -2.6 -0.2 -2.6
F 0.336 2.307 -4.556 1.2 5.2 -1.1
F 0.790 3.757 -6.423 -0.6 -0.4 5.1
F -0.506 4.605 -4.603 4.2 -3.6 -1.0
C -0.986 -1.983 1.858 -0.9 -0.6 -0.9
O -1.697 -0.776 2.388 1.1 -1.3 2.1
C -1.329 -0.733 3.812 -0.1 -0.3 0.5
C -1.943 0.538 4.648 0.0 0.4 -0.5
C -1.836 1.973 3.861 0.0 0.4 -0.2
P 1.013 1.203 0.834 0.0 0.9 -1.2
O -0.548 1.852 0.378 0.3 -1.6 -0.5
Cl 1.494 1.710 2.860 -0.7 -0.2 -0.2
H 3.147 5.895 1.202 -0.4 -2.1 1.0
H 1.950 4.380 1.586 2.2 1.1 -0.1
H 3.784 4.107 1.139 -1.7 1.5 1.0
H 2.446 4.440 3.872 2.0 0.7 -1.1
H 3.676 5.869 3.721 -0.4 -2.1 -0.8
H 4.679 2.864 2.819 0.0 1.8 1.7
H 5.634 4.316 3.748 -1.8 -1.5 -0.4
H 3.186 2.579 5.156 2.4 1.0 -0.3
H 4.129 4.061 5.848 0.3 -2.0 -1.4
H 6.443 2.799 5.774 -2.0 -1.4 -0.1
H 5.172 2.017 6.936 0.5 0.1 -2.4
H 6.150 -0.033 5.761 -1.2 1.4 -1.6
H 6.440 0.917 4.142 -1.7 -0.5 1.7
H 3.307 0.408 4.955 1.9 -0.4 -1.3
H 4.204 0.611 3.227 -0.3 -0.9 2.5
H 4.361 -2.016 5.174 -0.2 1.0 -2.1
H 5.155 -1.872 3.454 -1.8 0.8 1.1
H 2.358 -2.858 3.930 0.7 2.1 -0.9
H 2.065 -0.971 3.729 1.2 -1.8 -0.6
H 3.010 -3.236 1.627 -0.2 2.1 0.3
H 3.766 -1.529 1.342 -1.7 -1.0 1.1
H -0.026 -2.027 -1.972 2.3 -0.2 1.0
H 1.095 -3.373 -1.250 -0.2 2.5 -0.3
H 3.188 -1.501 -1.272 -1.7 0.1 -1.5
H 2.710 -2.415 -2.849 -0.6 1.9 1.5
H -0.717 -2.749 2.703 -0.9 1.3 -1.4
H -1.722 -2.459 1.052 1.4 0.7 1.9
H -0.139 -0.804 3.864 -2.4 0.4 0.1
H -1.766 -1.716 4.317 1.0 1.9 -0.9
H -3.098 0.360 4.887 2.6 0.1 -0.4
H -1.303 0.641 5.637 -1.6 -0.4 -1.9
H -1.809 1.817 2.688 0.1 0.3 2.5
H -2.777 2.667 4.075 2.0 -1.5 -0.2
H -0.860 2.553 4.218 -2.2 -1.3 -1.0
H -0.978 1.194 -0.260 1.1 1.2 1.8
C 1.022 -6.742 -1.116 0.3 -0.2 0.0
Br -0.539 -7.028 0.008 0.3 0.2 -0.3
Br 0.538 -6.017 -2.856 0.2 -0.1 0.4
Br 2.366 -5.652 -0.226 -0.4 -0.3 -0.2
H 1.473 -7.724 -1.294 -0.2 0.5 0.1
C 3.351 8.975 -3.711 0.3 0.1 -0.4
Br 3.324 7.283 -4.671 0.8 1.8 0.0
Br 1.557 9.602 -3.297 0.4 -0.2 -0.1
Br 4.473 8.890 -2.124 -0.3 0.0 -0.4
H 3.801 9.715 -4.381 -0.2 -0.3 0.4
C -3.260 -1.129 -2.786 0.2 0.1 -0.3
Br -2.267 -2.796 -2.920 -0.6 0.3 0.0
Br -5.142 -1.435 -2.400 0.5 0.0 0.0
Br -2.449 0.095 -1.509 -0.7 -0.5 -0.4
H -3.209 -0.647 -3.768 0.0 -0.2 0.5
C -4.182 -6.282 -4.362 0.2 0.2 0.0
Br -4.210 -7.974 -5.321 0.0 0.4 0.3
Br -5.977 -5.655 -3.947 0.3 -0.1 -0.1
Br -3.061 -6.367 -2.775 -0.5 -0.2 -0.4
H -3.732 -5.542 -5.032 -0.2 -0.3 0.3
C -7.949 -4.032 -0.665 0.4 0.1 0.0
Br -9.265 -5.463 -0.718 0.3 0.3 0.0
Br -8.369 -2.615 -1.929 -0.1 -0.4 0.4
Br -7.701 -3.344 1.138 -0.1 -0.2 -0.5
H -6.993 -4.465 -0.976 -0.4 0.2 0.1
C -11.101 -8.521 -2.176 0.1 0.2 0.1
Br -10.311 -10.061 -1.290 -0.2 0.4 -0.3
Br -10.094 -7.999 -3.756 -0.3 -0.2 0.4
Br -12.983 -8.805 -2.579 0.5 0.0 0.1
H -11.048 -7.684 -1.472 0.0 -0.4 -0.3
C -9.670 1.101 -3.543 -0.1 0.3 -0.1
Br -7.926 0.665 -4.288 -0.5 0.0 0.3
Br -10.852 -0.444 -3.518 0.3 0.4 0.0
Br -9.522 1.929 -1.789 0.0 -0.3 -0.4
H -10.126 1.841 -4.209 0.2 -0.4 0.3
```
Positions in Å, forces in eV/Å.

net charge	-1
E_LUMO	0.766	eV



Record 2
Computed, not measured: C4H9NOS in the gas phase in a non-equilibrium geometry, with ωB97M-V/def2-TZVPD.

```
16
Properties=species:S:1:pos:R:3:forces:R:3
C -0.976 0.104 0.717 1.4 0.5 -0.5
C -1.440 1.420 0.159 1.2 3.0 -1.3
S -1.919 2.855 1.313 1.7 -0.9 -0.6
C 0.515 -0.248 0.381 -0.8 -3.6 1.3
N 0.842 -0.753 -0.959 -0.4 2.2 3.8
C 1.757 -1.860 -0.887 1.0 0.5 -1.5
O 1.108 -0.695 1.393 0.0 1.3 -2.9
H -1.515 -0.677 0.239 -0.6 -0.7 -0.8
H -1.151 -0.145 1.770 0.4 0.9 -0.1
H -2.322 1.325 -0.449 -0.3 -0.2 -0.3
H -0.614 1.957 -0.570 -2.0 -1.6 1.8
H -0.606 3.271 1.323 -1.0 0.0 0.4
H 0.545 -0.329 -1.797 -0.4 0.5 -0.7
H 1.093 -2.543 -0.359 1.3 -1.1 0.1
H 2.660 -1.490 -0.303 -0.9 -1.2 -0.7
H 2.025 -2.193 -1.970 -0.4 0.4 2.1
```
Positions in Å, forces in eV/Å.

SMILES string	CNC(=O)CCS
relative energy (zero: lowest compared OMol25 entry of this formula, charge and spin)	58.2	kcal/mol
E_LUMO	0.554	eV



Record 3
Computed, not measured: CH3N3S2 in the gas phase in a non-equilibrium geometry, with ωB97M-V/def2-TZVPD.

```
9
Properties=species:S:1:pos:R:3:forces:R:3
C -1.678 0.546 0.119 -1.4 -2.2 -1.7
N 0.472 -0.505 -0.036 2.2 -3.4 0.8
N 1.754 -0.780 -0.080 -2.3 -0.9 0.8
N -0.322 0.387 -0.429 -1.1 1.9 -0.3
S -0.712 2.041 -0.018 -0.1 0.8 0.5
S 3.342 -0.150 0.055 -1.2 0.4 -0.5
H -2.065 0.036 1.066 1.4 1.1 -0.9
H -2.416 0.240 -0.733 1.1 1.2 1.5
H 1.626 -1.814 0.057 1.3 1.2 -0.1
```
Positions in Å, forces in eV/Å.

relative energy (zero: lowest compared OMol25 entry of this formula, charge and spin)	91.4	kcal/mol
E_LUMO (spin up / spin down)	-0.778 / -0.779	eV



Record 4
Computed, not measured: a molecular structure, C5H9IN3 in a non-equilibrium geometry, with ωB97M-V/def2-TZVPD.

```
18
Properties=species:S:1:pos:R:3:forces:R:3
C 1.166 -1.196 0.269 -2.3 1.5 1.1
C -0.232 -1.508 0.061 -1.8 -1.1 -2.5
C -0.966 -0.371 -0.024 1.8 2.9 2.1
C 0.358 1.043 0.470 -2.5 -3.3 -1.8
C -0.798 -2.953 -0.354 2.9 1.6 -0.6
N 1.419 0.051 0.558 0.4 1.2 -0.6
N 0.521 2.083 -0.387 0.2 0.0 1.0
N -0.118 3.277 0.032 2.8 0.7 -0.7
I -2.955 0.283 0.047 1.1 -0.8 -0.3
H 1.852 -1.960 0.419 1.7 -1.1 -0.1
H 0.064 1.435 1.413 -0.4 -0.1 1.0
H -0.666 -3.284 -1.435 -0.2 1.0 1.3
H -1.781 -3.016 -0.030 -2.0 0.0 0.3
H -0.241 -3.632 0.244 0.4 -0.9 0.4
H 0.731 1.950 -1.350 -0.2 -0.2 -0.7
H 2.290 0.549 0.709 0.6 -1.1 0.0
H -1.088 3.246 -0.160 -1.0 0.4 -0.8
H 0.444 4.002 -0.483 -1.6 -0.4 1.0
```
Positions in Å, forces in eV/Å.

net charge	+1
relative energy (zero: lowest compared OMol25 entry of this formula, charge and spin)	83.2	kcal/mol
E_LUMO	-5.096	eV



Record 5
Computed, not measured: 10 unconnected molecules or ions with the total composition H20O10 in a non-equilibrium geometry, with ωB97M-V/def2-TZVPD.

```
30
Properties=species:S:1:pos:R:3:forces:R:3
H -0.657 0.891 -1.212 -0.6 -0.8 -0.9
H 0.106 0.453 0.111 -0.8 2.0 -1.7
H 4.356 3.362 0.703 -0.7 -1.8 1.9
H 3.274 2.736 1.653 -1.9 0.3 0.2
H -4.298 -0.228 1.568 0.9 0.6 0.0
H -3.425 0.830 0.863 0.3 0.4 -0.6
H -3.244 0.102 -1.728 0.4 -2.3 1.3
H -3.590 -1.267 -0.880 -0.7 0.6 -0.1
H 1.665 -1.757 -0.177 -0.1 -2.0 -2.9
H 1.873 -3.209 -0.649 0.3 -0.9 0.2
H -0.721 -0.798 -0.808 -0.9 -0.3 -0.5
H -0.363 -0.830 -2.203 2.4 -0.6 -1.8
H -2.867 2.510 -0.979 -0.5 -2.0 -3.4
H -3.188 3.578 -0.162 0.7 -0.1 0.8
H 2.409 0.688 -1.671 1.7 -0.9 -3.4
H 2.589 0.306 -0.213 0.6 -0.1 -0.5
H -1.643 -2.588 3.127 -1.5 0.9 4.1
H -0.543 -2.083 2.171 -0.6 -0.1 0.5
H 3.529 -1.001 0.648 -0.2 0.4 1.0
H 4.656 -1.512 -0.119 -0.6 -0.4 -0.2
O -0.206 1.224 -0.464 0.8 1.0 3.9
O 4.175 2.670 1.431 2.5 1.3 -2.1
O -3.478 0.305 1.653 -1.0 -1.0 0.8
O -2.877 -0.703 -1.218 -6.5 1.3 0.7
O 1.632 -2.372 -1.018 -1.4 2.4 2.0
O -1.100 -0.619 -1.685 4.5 -0.7 -1.1
O -2.550 2.833 -0.193 -0.4 2.3 2.6
O 2.084 0.816 -0.840 -0.8 0.8 3.5
O -1.287 -2.683 2.314 2.0 -0.8 -4.6
O 3.688 -1.654 -0.022 2.4 0.3 0.1
```
Positions in Å, forces in eV/Å.

SMILES string	O.O.O.O.O.O.O.O.O.O
relative energy (zero: lowest compared OMol25 entry of this formula, charge and spin)	193.3	kcal/mol
E_LUMO	0.024	eV



Record 6
Computed, not measured: 3 unconnected molecules or ions with the total composition C5H12O, with ωB97M-V/def2-TZVPD.

```
18
Properties=species:S:1:pos:R:3:forces:R:3
C 1.821 0.584 0.712 0.0 -0.1 0.2
C 0.940 1.013 -0.423 0.2 -0.1 -0.4
C 1.035 0.511 -1.654 0.2 0.3 0.3
C -1.047 -1.361 -1.534 -0.2 -0.4 0.2
O -1.037 -2.103 -0.585 0.0 0.3 -0.5
C -1.616 -0.118 1.741 0.1 0.2 0.1
H 2.303 -0.375 0.502 0.0 0.2 -0.1
H 1.247 0.467 1.634 0.1 0.0 0.0
H 2.603 1.322 0.925 -0.1 0.0 -0.1
H 0.196 1.787 -0.223 0.2 -0.1 0.0
H -0.785 0.491 1.379 -0.2 -0.2 0.0
H 0.410 0.864 -2.468 0.0 0.0 0.1
H 1.781 -0.243 -1.896 -0.1 0.0 0.0
H -1.645 -0.429 -1.561 0.0 -0.1 0.1
H -0.487 -1.590 -2.462 0.0 0.0 0.1
H -1.367 -1.176 1.638 -0.1 0.3 0.0
H -2.506 0.131 1.155 0.1 -0.2 0.1
H -1.787 0.142 2.786 -0.1 -0.1 0.0
```
Positions in Å, forces in eV/Å.

SMILES string	C=CC.C=O.C
relative energy (zero: lowest compared OMol25 entry of this formula, charge and spin)	46.3	kcal/mol
E_LUMO	0.872	eV



Record 7
Computed, not measured: 2 unconnected molecules or ions with the total composition C3H4N3S in a non-equilibrium geometry, with ωB97M-V/def2-TZVPD.

```
11
Properties=species:S:1:pos:R:3:forces:R:3
C -1.380 1.217 -0.162 -1.1 2.3 -0.3
C -2.077 -0.023 0.015 -2.2 -1.1 0.3
C 2.555 -0.749 -0.157 0.0 2.5 2.5
N -0.130 1.124 0.060 -0.3 1.7 -0.1
N -0.996 -0.836 0.399 -0.8 -3.4 0.8
N 0.011 -0.166 0.457 2.9 -1.8 -0.1
S -3.665 -0.533 -0.014 2.8 1.1 -0.1
H -1.852 2.153 -0.274 -0.4 0.9 -0.7
H 1.830 -1.354 -0.553 -1.3 -1.7 -1.6
H 3.268 -1.188 0.588 -0.5 0.7 -0.8
H 2.437 0.356 -0.359 0.7 -1.3 0.0
```
Positions in Å, forces in eV/Å.

net charge	+1
relative energy (zero: lowest compared OMol25 entry of this formula, charge and spin)	116.9	kcal/mol
E_LUMO (spin up / spin down)	-8.049 / -8.054	eV



Record 8
Computed, not measured: a molecular structure, C32H22BBrF9N4O4PS3Se3Te2Ti in a non-equilibrium geometry, with ωB97M-V/def2-TZVPD.

```
83
Properties=species:S:1:pos:R:3:forces:R:3
Ti 0.754 1.235 1.081 1.1 -0.2 -0.8
Se 0.840 0.174 5.997 -0.5 -0.4 -0.2
Te 1.359 1.284 3.890 0.6 0.1 0.7
Te 0.192 3.667 4.499 -0.2 0.2 -0.4
Se 0.642 3.587 1.958 0.0 0.5 0.0
C 4.095 2.944 0.118 -0.1 -0.1 0.1
N 3.608 2.204 -1.037 0.0 0.0 -0.1
C 4.371 1.381 -1.828 0.0 -0.1 -0.1
C 3.568 0.950 -2.831 0.2 0.0 0.1
N 2.321 1.496 -2.650 0.1 -0.1 -0.1
B 1.192 1.483 -3.720 -0.1 0.0 0.1
N 0.424 0.125 -3.703 0.1 0.0 0.0
C 0.211 -0.605 -4.848 -0.1 -0.2 -0.1
C -0.543 -1.684 -4.536 0.1 0.1 -0.2
N -0.787 -1.613 -3.187 0.0 0.0 0.0
C -1.504 -2.600 -2.407 -0.1 0.0 0.1
C -0.177 -0.509 -2.688 0.0 0.1 0.1
S -0.329 -0.168 -1.030 -0.1 0.1 0.5
C 2.354 2.218 -1.528 0.0 0.3 0.2
S 1.020 3.022 -0.776 -0.1 -0.3 0.2
H 5.105 3.286 -0.105 0.0 0.0 0.0
H 4.102 2.319 1.011 0.0 0.0 0.0
H 3.439 3.798 0.280 0.0 0.0 0.0
H 5.393 1.157 -1.587 0.0 0.0 0.0
H 3.770 0.288 -3.652 0.0 0.0 0.0
H 1.719 1.539 -4.805 0.1 0.0 -0.1
H 0.441 2.402 -3.521 0.0 0.0 0.0
H 0.619 -0.282 -5.787 0.0 0.0 0.0
H -0.910 -2.495 -5.136 0.0 0.0 0.0
H -1.799 -3.403 -3.079 0.0 0.0 0.0
H -2.391 -2.149 -1.956 0.0 0.0 0.0
H -0.848 -2.997 -1.629 0.0 0.0 0.0
F -4.346 -4.117 0.914 0.0 0.1 0.0
C -3.812 -2.895 0.989 0.0 0.1 0.0
C -4.602 -1.784 0.758 0.0 0.0 0.0
F -5.902 -1.933 0.465 0.1 0.0 0.0
C -4.040 -0.520 0.850 -0.1 0.0 0.0
F -4.864 0.523 0.669 0.0 0.0 0.0
C -2.698 -0.330 1.126 0.0 -0.1 0.1
P -1.951 1.342 1.269 0.2 -0.3 0.2
C -2.769 1.860 2.811 0.1 0.0 0.1
C -2.373 1.175 3.961 0.0 0.0 -0.1
C -2.914 1.500 5.192 -0.1 0.0 0.0
C -3.852 2.518 5.286 0.0 0.0 -0.1
C -4.254 3.197 4.144 0.0 0.0 0.1
C -3.717 2.871 2.908 0.0 -0.1 -0.1
C -2.620 2.343 -0.082 0.1 0.1 -0.1
C -3.057 1.781 -1.278 0.0 0.0 0.0
C -3.339 2.587 -2.366 0.0 0.0 0.0
C -3.182 3.962 -2.277 0.0 0.0 0.0
C -2.747 4.531 -1.089 0.0 0.0 0.0
C -2.455 3.726 0.000 0.0 0.0 0.1
C -1.923 -1.465 1.397 0.0 0.0 0.1
Br -0.126 -1.374 1.972 0.1 -0.1 0.0
C -2.475 -2.732 1.325 -0.1 0.0 0.0
F -1.760 -3.821 1.585 0.0 0.0 0.0
H -1.621 0.392 3.911 0.0 0.1 0.0
H -2.559 0.982 6.073 0.0 0.0 0.0
H -4.257 2.795 6.250 0.0 0.0 0.0
H -4.987 3.991 4.213 0.0 0.0 0.0
H -4.054 3.394 2.022 0.0 0.0 0.0
H -3.150 0.707 -1.372 0.0 0.0 0.0
H -3.656 2.134 -3.297 0.0 0.0 0.0
H -3.373 4.587 -3.140 0.0 0.0 0.0
H -2.603 5.600 -1.014 0.0 0.0 0.0
H -2.063 4.173 0.906 0.0 0.0 0.0
O 4.237 0.745 2.646 0.3 0.3 0.0
S 3.454 -0.312 2.056 -0.4 -0.1 -0.7
O 4.168 -1.293 1.306 0.2 -0.2 -0.2
O 2.476 0.448 0.994 -1.5 0.9 0.3
O 2.452 -0.859 2.981 -0.2 -0.3 0.5
F 6.026 -7.086 0.211 0.0 0.0 0.0
C 5.090 -6.175 -0.127 -0.1 0.1 0.0
C 3.899 -6.093 0.574 0.1 0.0 -0.1
F 3.679 -6.938 1.600 0.0 0.0 0.0
C 2.946 -5.157 0.214 0.0 -0.1 0.2
F 1.817 -5.150 0.941 0.1 0.0 0.0
C 3.114 -4.267 -0.845 -0.2 0.3 -0.1
Se 1.814 -2.957 -1.276 0.2 -0.2 -0.1
C 4.324 -4.384 -1.522 0.2 0.0 -0.1
F 4.604 -3.587 -2.571 0.0 0.0 0.1
C 5.296 -5.308 -1.186 0.0 -0.1 0.1
F 6.448 -5.381 -1.886 0.0 0.0 0.0
```
Positions in Å, forces in eV/Å.

net charge	-2
relative energy (zero: lowest compared OMol25 entry of this formula, charge and spin)	49.0	kcal/mol
E_LUMO	3.259	eV